(1)
{
  "formula": "C44H62MgN4O16S3",
  "method": "ωB97M-V/def2-TZVPD",
  "gap_ha": 0.165,
  "homo_energy_ev": -8.07,
  "total_energy_ev": -123282.00497,
  "mol_weight_g_mol": 1023.5,
  "symbols": ["Mg", "O", "C", "C", "O", "H", "H", "H", "H", "C", "C", "C", "C", "C", "C", "N", "O", "O", "H", "H", "H", "H", "H", "C", "C", "C", "C", "C", "C", "N", "O", "O", "H", "H", "H", "H", "H", "C", "C", "C", "C", "C", "C", "N", "O", "O", "H", "H", "H", "H", "H", "C", "C", "C", "C", "C", "C", "N", "O", "O", "H", "H", "H", "H", "H", "C", "C", "C", "C", "C", "C", "H", "H", "H", "H", "H", "H", "H", "H", "H", "H", "H", "H", "H", "H", "C", "C", "C", "S", "O", "O", "C", "H", "H", "H", "H", "H", "H", "H", "H", "C", "C", "C", "S", "O", "O", "C", "H", "H", "H", "H", "H", "H", "H", "H", "C", "C", "C", "S", "O", "O", "C", "H", "H", "H", "H", "H", "H", "H", "H"],
  "positions_angstrom": [[6.523, -1.388, -0.731], [3.511, -2.200, -0.989], [2.537, -1.192, -1.144], [2.804, 0.199, -0.466], [4.141, 0.660, -0.488], [1.515, -1.512, -0.941], [2.498, -1.089, -2.228], [2.552, 0.010, 0.577], [2.095, 0.928, -0.859], [3.592, -4.371, 5.992], [4.546, -5.332, 5.501], [4.888, -6.420, 6.298], [4.173, -6.646, 7.543], [3.280, -5.651, 7.993], [2.991, -4.549, 7.226], [4.590, -7.664, 8.481], [3.813, -7.992, 9.325], [5.689, -8.257, 8.402], [3.356, -3.513, 5.381], [5.120, -5.102, 4.616], [5.759, -6.989, 6.010], [3.030, -5.719, 9.041], [2.381, -3.802, 7.713], [0.604, -9.895, -2.104], [0.195, -11.213, -2.424], [-1.071, -11.733, -1.995], [-2.050, -10.812, -1.681], [-1.739, -9.460, -1.667], [-0.423, -9.003, -1.871], [-3.401, -11.286, -1.260], [-4.082, -10.477, -0.591], [-3.675, -12.442, -1.605], [1.634, -9.573, -2.151], [0.968, -11.937, -2.633], [-1.273, -12.793, -1.955], [-2.575, -8.795, -1.506], [-0.129, -7.968, -1.768], [3.668, 8.804, 0.314], [3.295, 7.643, -0.299], [2.116, 7.616, -1.067], [1.334, 8.779, -1.104], [1.757, 9.927, -0.443], [2.946, 9.959, 0.196], [0.170, 8.838, -2.004], [-0.397, 9.906, -2.290], [-0.231, 7.763, -2.451], [4.506, 8.829, 0.995], [3.939, 6.789, -0.147], [1.846, 6.757, -1.663], [1.156, 10.824, -0.443], [3.102, 10.848, 0.789], [-2.006, -6.161, 3.224], [-1.848, -4.959, 2.556], [-2.935, -4.341, 2.045], [-4.231, -4.800, 2.281], [-4.414, -5.991, 2.919], [-3.271, -6.715, 3.306], [-5.401, -3.926, 1.878], [-6.528, -4.268, 2.209], [-5.128, -2.896, 1.268], [-1.103, -6.643, 3.569], [-0.857, -4.559, 2.396], [-2.747, -3.445, 1.472], [-5.435, -6.328, 3.027], [-3.399, -7.657, 3.819], [-3.806, 3.752, 0.230], [-4.771, 4.471, 1.166], [-6.104, 4.864, 0.589], [-6.048, 5.754, -0.620], [-7.347, 6.332, -0.964], [-8.532, 5.497, -1.243], [-3.415, 4.329, -0.608], [-4.405, 2.924, -0.149], [-2.958, 3.437, 0.839], [-4.956, 3.844, 2.039], [-4.354, 5.379, 1.601], [-6.648, 5.341, 1.404], [-6.602, 3.913, 0.400], [-5.385, 6.608, -0.482], [-5.691, 5.128, -1.438], [-7.643, 6.947, -0.114], [-7.195, 7.075, -1.748], [-9.449, 6.068, -1.389], [-8.256, 4.984, -2.164], [-8.703, 4.750, -0.468], [-2.450, -2.143, -5.111], [-2.907, -3.522, -4.622], [-2.966, -4.494, -5.771], [-1.505, -4.087, -6.855], [-1.868, -4.196, -8.262], [-0.292, -4.803, -6.336], [-1.408, -2.332, -6.283], [-2.032, -1.458, -4.373], [-3.322, -1.635, -5.523], [-3.843, -3.398, -4.077], [-2.125, -4.024, -4.053], [-3.862, -4.241, -6.338], [-3.111, -5.559, -5.590], [-1.668, -1.793, -7.195], [-0.380, -2.193, -5.949], [1.545, 4.458, 5.203], [0.866, 5.796, 5.505], [0.449, 5.828, 6.976], [0.207, 4.075, 7.577], [-1.183, 3.684, 7.745], [1.177, 3.855, 8.669], [0.825, 3.363, 5.948], [2.578, 4.477, 5.550], [1.603, 4.284, 4.128], [-0.039, 5.761, 4.899], [1.484, 6.633, 5.179], [-0.435, 6.456, 7.084], [1.242, 6.290, 7.565], [-0.102, 3.121, 5.427], [1.296, 2.393, 6.113], [6.442, 5.347, -6.994], [7.066, 4.944, -5.663], [7.261, 3.358, -5.616], [6.084, 2.757, -6.950], [5.152, 1.736, -6.518], [6.903, 2.481, -8.066], [5.300, 4.397, -7.228], [7.163, 5.444, -7.805], [6.007, 6.346, -7.009], [6.355, 5.329, -4.932], [7.966, 5.514, -5.431], [6.897, 2.937, -4.679], [8.200, 2.843, -5.823], [4.461, 4.458, -6.535], [4.963, 4.501, -8.259]],
  "atomic_forces_ev_per_a": [[-2.02, 0.44, -0.04], [-1.50, 2.01, 0.55], [2.14, -3.86, -1.92], [3.75, 1.96, 1.22], [-2.52, -1.19, -0.32], [-0.07, -0.04, 1.23], [0.33, 1.11, -0.43], [-0.11, -0.32, 0.32], [-0.01, -0.09, -0.59], [0.67, -1.30, -0.75], [-1.00, 0.98, 1.63], [-0.87, 0.00, 1.30], [1.13, 2.44, -2.19], [1.48, -1.83, 0.46], [0.14, 0.29, -0.05], [2.23, -2.34, -0.09], [-1.66, 0.32, 1.13], [-1.04, 1.74, -1.04], [0.06, 0.13, 0.04], [-0.13, -0.16, -0.14], [-0.23, -0.51, 0.18], [-0.63, -0.01, -0.07], [-0.16, 0.24, -0.41], [-1.49, -1.39, -1.33], [0.10, -0.69, 2.47], [1.21, 0.88, -1.30], [0.46, 0.15, 0.33], [-0.04, 0.53, -0.18], [-0.55, -0.03, 0.75], [0.10, 0.45, 0.22], [0.85, -2.16, -1.45], [-0.35, 1.92, 0.96], [0.00, -0.08, -0.23], [0.01, -0.13, -0.26], [0.04, 0.01, -0.24], [0.19, 0.32, 0.18], [-0.53, 0.24, 0.07], [1.08, 0.30, 1.05], [-0.75, -0.39, -0.58], [0.20, 0.51, 0.06], [0.99, -0.06, -0.33], [-1.64, 0.40, -1.24], [-0.54, 0.45, 1.20], [-1.97, -0.14, -0.93], [1.54, -1.14, 0.99], [0.64, 0.66, 0.45], [0.36, -0.21, -0.18], [-0.25, -0.29, -0.30], [-0.15, -0.04, 0.15], [-0.25, -0.09, -0.26], [0.73, 0.02, -0.07], [-0.06, -0.14, -0.45], [0.68, -0.81, 0.26], [-0.87, 1.73, -0.78], [0.40, 0.90, -0.34], [0.01, -0.49, -0.21], [-0.46, 0.11, 0.90], [0.28, 0.13, -0.04], [1.01, 0.08, -0.26], [-0.32, -0.95, 0.48], [-0.22, -0.38, 0.25], [0.00, 0.12, -0.02], [-0.44, 0.18, 0.01], [0.07, -0.34, 0.29], [-0.08, -0.13, -0.10], [-0.47, 0.18, 0.51], [0.54, 0.85, 0.49], [0.03, -0.57, 0.72], [0.74, -1.18, -0.14], [-1.19, 2.79, 0.79], [0.04, -1.31, -0.88], [-0.23, 0.18, 0.06], [0.56, -0.43, -0.23], [0.03, -0.43, -0.29], [0.01, -0.27, -0.02], [0.51, 0.16, -0.09], [-0.31, 0.16, -0.02], [-0.48, 0.08, -0.41], [0.45, -0.24, 0.11], [0.35, 0.18, -0.33], [0.14, 0.40, 0.36], [-0.13, -0.06, -0.36], [0.14, 0.03, -0.05], [-0.69, -0.50, -0.22], [-0.06, -0.01, 0.00], [0.47, -0.12, -1.70], [1.39, -0.57, 0.66], [-1.18, 0.70, -1.76], [1.15, -1.34, 1.45], [0.34, 0.23, 1.18], [-2.57, 1.43, -1.06], [-0.68, -0.77, 0.18], [-0.03, -0.43, 0.26], [-0.04, 0.05, -0.08], [0.14, -0.48, 0.09], [-0.06, 0.68, 1.12], [0.13, 0.10, -0.72], [0.76, 0.08, 0.40], [0.26, 0.34, 0.26], [-0.09, 0.09, -0.26], [1.31, -0.04, 0.55], [-0.73, -1.13, -0.30], [0.13, 0.45, 0.02], [1.45, 0.06, -0.21], [0.99, 0.55, -0.07], [-1.44, 0.23, -1.64], [-1.42, -0.20, 0.49], [0.18, 0.10, 0.05], [-0.21, -0.15, 0.03], [-0.14, 0.46, -0.08], [-0.12, 0.03, 0.26], [-0.19, -0.43, 0.30], [-0.03, -0.40, 0.31], [-0.25, 0.09, 0.08], [0.46, 0.37, 0.20], [-0.04, 0.85, 0.00], [0.63, -0.32, 0.10], [-1.96, 0.58, -0.03], [-0.88, 0.68, 1.67], [0.34, 0.79, 0.20], [1.26, -0.38, -1.85], [0.38, -1.16, -0.66], [-0.02, -0.84, -0.18], [0.07, 0.24, 0.67], [-0.09, -0.78, 0.47], [0.28, -0.32, -0.25], [-0.11, 0.15, 0.03], [0.19, 0.76, -0.33], [0.14, 0.30, 0.09], [-0.21, -0.56, 0.06]]
}

***

(2)
{
  "formula": "C14H15CoN7OS2",
  "method": "ωB97M-V/def2-TZVPD",
  "gap_ha": [0.256, 0.162],
  "multiplicity": 5,
  "relative_energy_kj_mol": 15.5,
  "total_charge": 1,
  "homo_energy_ev": [-10.70, -10.94],
  "total_energy_ev": -86527.50542,
  "mol_weight_g_mol": 420.4,
  "symbols": ["Co", "C", "C", "N", "N", "C", "N", "S", "C", "C", "C", "C", "C", "N", "H", "H", "H", "H", "H", "H", "H", "H", "H", "C", "S", "C", "O", "H", "H", "H", "H", "H", "H", "N", "C", "C", "C", "N", "C", "N"],
  "positions_angstrom": [[-0.575, 0.232, 0.123], [0.965, 3.398, -1.913], [0.770, 2.197, -1.117], [-0.463, 1.872, -0.649], [-1.469, 2.687, -0.930], [-2.684, 2.096, -0.895], [-3.757, 2.848, -1.150], [-2.805, 0.450, -0.310], [1.804, 1.273, -0.878], [3.188, 1.342, -1.221], [3.984, 0.281, -0.958], [3.432, -0.860, -0.408], [2.121, -0.868, 0.000], [1.307, 0.221, -0.160], [-0.011, 3.866, -2.006], [1.353, 3.170, -2.891], [1.679, 4.114, -1.403], [-3.692, 3.789, -1.508], [-4.638, 2.373, -1.150], [3.559, 2.227, -1.739], [5.037, 0.361, -1.188], [4.029, -1.753, -0.288], [1.607, -1.748, 0.402], [0.080, -3.989, -1.124], [-0.997, -2.591, -1.224], [-2.697, -3.180, -0.852], [-0.587, -1.815, 0.047], [-0.087, -4.549, -2.047], [-0.248, -4.486, -0.219], [1.115, -3.625, -1.053], [-2.946, -3.928, -1.616], [-3.371, -2.309, -0.913], [-2.820, -3.578, 0.156], [-0.518, 0.330, 1.957], [-0.318, 0.212, 3.099], [-0.182, 0.099, 4.453], [0.485, -0.981, 5.056], [0.979, -1.893, 5.573], [-0.958, 0.994, 5.203], [-1.672, 1.717, 5.736]],
  "atomic_forces_ev_per_a": [[-2.59, -2.70, -0.15], [0.43, 1.67, 0.55], [-3.20, 1.15, 0.19], [3.28, 2.89, -2.31], [-1.72, 0.52, -0.84], [2.19, 0.20, 1.25], [0.01, -0.59, -0.11], [-1.53, 0.16, -0.59], [1.02, -2.02, 1.80], [-2.15, 1.50, -0.47], [0.67, -0.22, 0.05], [0.16, -0.79, 0.40], [-1.02, 0.79, -0.06], [4.09, -1.38, -1.23], [0.23, 0.28, -0.17], [0.29, -0.09, -0.47], [-0.72, -0.71, -0.58], [0.21, -0.14, 0.09], [-0.27, 0.13, -0.04], [-0.09, -0.23, 0.23], [0.03, -0.26, -0.07], [0.03, 0.01, 0.10], [0.50, 0.43, 0.08], [-0.60, -0.17, -0.03], [-0.79, 1.44, 0.58], [0.34, -0.11, -0.29], [-0.17, -0.57, -0.33], [0.20, -0.32, 0.26], [0.39, -0.59, 0.04], [-0.49, -0.05, -0.10], [-0.09, 0.20, 0.20], [0.53, -0.21, -0.34], [0.51, -0.17, -0.05], [0.85, -0.20, 3.51], [-0.37, 0.10, -2.61], [-0.13, -0.19, 0.98], [0.44, -0.77, 0.43], [-0.25, 0.65, -0.41], [0.10, -0.08, 0.10], [-0.32, 0.47, 0.40]]
}

***

(3)
{
  "formula": "C2H12CdN3O",
  "method": "ωB97M-V/def2-TZVPD",
  "gap_ha": [0.081, 0.081],
  "relative_energy_kj_mol": 207.8,
  "total_charge": -1,
  "homo_energy_ev": [0.42, 0.42],
  "total_energy_ev": -13344.02483,
  "mol_weight_g_mol": 206.6,
  "symbols": ["C", "Cd", "N", "H", "H", "H", "H", "H", "H", "H", "H", "N", "C", "N", "O", "H", "H", "H", "H"],
  "positions_angstrom": [[2.481, 1.869, -0.871], [-0.294, -1.482, 1.288], [-1.973, -2.433, -0.115], [3.031, 2.461, -1.603], [-1.921, -3.412, 0.179], [3.121, 2.106, 0.026], [2.439, 0.910, -1.434], [2.688, 1.213, 0.086], [1.478, 2.279, -0.763], [-2.894, -2.049, 0.121], [-1.840, -2.395, -1.130], [-1.451, 1.254, 3.520], [-2.490, 0.581, 2.956], [-3.729, 0.868, 3.405], [-2.318, -0.277, 2.049], [-1.571, 1.901, 4.285], [-0.515, 1.021, 3.226], [-4.489, 0.331, 3.018], [-3.906, 1.551, 4.131]],
  "atomic_forces_ev_per_a": [[-2.17, 0.26, -2.80], [1.34, -0.07, 0.67], [-0.92, -0.47, -0.78], [1.25, 0.83, -0.44], [-0.12, 0.45, -0.12], [0.43, 0.21, 0.18], [0.20, 0.28, 0.86], [0.37, -1.46, 1.80], [-0.15, -0.04, 0.43], [0.38, -0.22, -0.08], [-0.09, -0.01, 0.36], [-0.41, -0.04, 0.12], [1.42, -1.30, -1.48], [-0.86, 0.35, 0.50], [-0.98, 1.60, 1.49], [0.01, -0.19, -0.27], [0.05, -0.02, -0.19], [0.20, 0.20, 0.11], [0.06, -0.35, -0.36]]
}

***

(4)
{
  "formula": "C4BiF12N2O8S4",
  "method": "ωB97M-V/def2-TZVPD",
  "gap_ha": 0.363,
  "relative_energy_kj_mol": 0.0,
  "total_charge": 1,
  "homo_energy_ev": -15.28,
  "total_energy_ev": -105288.50784,
  "mol_weight_g_mol": 769.3,
  "symbols": ["Bi", "F", "C", "F", "F", "S", "O", "O", "N", "S", "O", "O", "C", "F", "F", "F", "F", "C", "F", "F", "S", "O", "O", "N", "S", "O", "O", "C", "F", "F", "F"],
  "positions_angstrom": [[-0.539, -0.081, 2.214], [3.766, -1.112, -0.085], [3.735, 0.167, 0.222], [4.381, 0.884, -0.669], [4.216, 0.370, 1.430], [1.951, 0.691, 0.183], [1.381, -0.188, 1.298], [1.383, 0.409, -1.084], [2.036, 2.164, 0.650], [0.927, 3.000, 1.368], [1.441, 3.973, 2.249], [-0.127, 2.102, 1.942], [0.008, 3.858, 0.008], [-0.445, 2.939, -0.837], [-1.001, 4.520, 0.539], [0.836, 4.674, -0.605], [-3.099, 1.256, -1.881], [-2.334, 0.212, -2.135], [-2.891, -0.570, -3.032], [-1.138, 0.594, -2.519], [-2.209, -0.763, -0.555], [-1.573, 0.269, 0.381], [-3.498, -1.161, -0.123], [-1.169, -1.845, -0.943], [-0.401, -2.737, 0.089], [-0.629, -2.193, 1.476], [0.937, -3.003, -0.275], [-1.331, -4.341, 0.160], [-1.263, -4.904, -1.026], [-2.587, -4.084, 0.482], [-0.765, -5.100, 1.076]],
  "atomic_forces_ev_per_a": [[0.01, 0.01, -0.03], [0.00, -0.01, -0.01], [-0.02, -0.01, 0.00], [0.00, 0.01, -0.02], [0.00, 0.00, 0.02], [0.02, 0.00, 0.03], [-0.04, 0.00, 0.02], [0.00, 0.01, -0.03], [0.01, 0.00, 0.00], [-0.02, 0.04, -0.01], [0.01, 0.01, 0.00], [-0.01, 0.00, 0.00], [0.01, -0.01, -0.02], [0.01, 0.00, 0.01], [0.00, 0.00, 0.01], [-0.01, -0.01, 0.00], [0.00, -0.01, 0.01], [-0.01, 0.03, -0.01], [0.00, -0.01, 0.00], [0.00, 0.00, 0.00], [-0.06, -0.02, -0.06], [0.07, 0.05, 0.07], [-0.04, -0.03, 0.02], [0.06, 0.00, -0.06], [-0.03, -0.03, 0.05], [0.03, -0.04, -0.03], [0.01, 0.00, 0.01], [-0.04, 0.03, 0.00], [0.01, 0.00, 0.00], [0.00, 0.00, 0.00], [0.01, -0.01, 0.00]]
}

***

(5)
{
  "formula": "C3H7NO2",
  "method": "ωB97M-V/def2-TZVPD",
  "gap_ha": 0.316,
  "relative_energy_kj_mol": 227.0,
  "homo_energy_ev": -7.70,
  "total_energy_ev": -8808.17594,
  "mol_weight_g_mol": 89.1,
  "symbols": ["C", "O", "C", "N", "C", "O", "H", "H", "H", "H", "H", "H", "H"],
  "positions_angstrom": [[0.888, -0.447, -1.661], [-0.426, -0.573, -1.097], [-0.530, -0.122, 0.177], [-1.817, 0.186, 0.613], [0.543, 0.127, 0.940], [0.392, 0.840, 2.122], [1.526, -1.292, -1.376], [1.403, 0.475, -1.346], [0.744, -0.430, -2.738], [-1.879, 0.097, 1.622], [-2.577, -0.275, 0.133], [1.501, -0.341, 0.764], [0.232, 1.754, 1.847]],
  "atomic_forces_ev_per_a": [[-0.02, -0.14, -0.19], [0.15, 0.12, 0.11], [0.30, 0.14, 0.25], [0.05, 0.03, -0.14], [0.00, -0.28, -0.08], [-0.12, 0.15, 0.22], [-0.20, 0.07, -0.08], [-0.46, -0.20, -0.02], [0.03, -0.15, 0.00], [-0.07, 0.04, -0.22], [0.23, 0.01, -0.12], [0.09, 0.37, -0.06], [0.02, -0.16, 0.32]]
}

***

(6)
{
  "formula": "Cl3FO12Sr3",
  "method": "ωB97M-V/def2-TZVPD",
  "gap_ha": [0.209, 0.109],
  "multiplicity": 2,
  "relative_energy_kj_mol": 106.2,
  "total_charge": 3,
  "homo_energy_ev": [-17.61, -17.61],
  "total_energy_ev": -67308.58418,
  "mol_weight_g_mol": 580.2,
  "symbols": ["Sr", "Sr", "Sr", "F", "Cl", "O", "O", "O", "O", "Cl", "O", "O", "O", "O", "Cl", "O", "O", "O", "O"],
  "positions_angstrom": [[-17.170, -13.732, 14.382], [-18.077, -13.123, 18.439], [-15.675, -9.976, 16.785], [-16.630, -12.194, 16.476], [-13.952, -10.928, 19.701], [-12.828, -10.845, 19.034], [-14.163, -9.491, 19.950], [-15.002, -11.494, 18.884], [-13.715, -11.588, 20.977], [-19.562, -10.737, 15.192], [-20.638, -9.947, 14.510], [-19.938, -11.620, 16.219], [-19.187, -11.652, 14.255], [-18.320, -10.029, 15.675], [-14.573, -15.508, 17.826], [-13.475, -15.078, 18.439], [-15.091, -16.738, 18.350], [-15.584, -14.483, 18.003], [-14.284, -15.572, 16.498]],
  "atomic_forces_ev_per_a": [[-0.10, 0.69, 0.11], [1.20, -0.51, -0.24], [-0.84, -0.21, -0.47], [-0.48, -0.24, -0.13], [-4.42, -1.78, 7.61], [8.65, 0.02, -5.89], [-1.46, 0.61, 0.38], [-1.11, 0.42, 0.00], [-1.71, 0.94, -2.16], [-2.54, 4.85, -0.55], [3.28, -1.07, 3.51], [-1.69, -0.68, 4.80], [4.28, -4.87, -6.45], [-0.87, 0.49, -0.21], [-3.42, -4.68, 1.84], [5.94, 2.44, 4.64], [-0.02, 0.87, -0.46], [-4.39, 3.18, 0.26], [-0.30, -0.49, -6.59]]
}